Entry i
Density functional theory data (the ωB97M-V functional and the def2-TZVPD basis) for a 2-piece molecular cluster, C2H4S3 overall.

Calculated values
E_HOMO (eV): -9.11
Molecular weight (g/mol): 124.26
Orbital gap (eV): 9.6

The geometry in ORCA input format:
```
! wB97M-V def2-TZVPD RIJCOSX def2/J DEFGRID3
* xyz 0 1
C 0.3217 -0.7668 0.1775
C -0.3385 0.4100 -0.4234
S -0.7109 -1.0597 -1.2856
S -0.1122 -1.2511 1.7835
S 0.4405 1.8175 -1.1921
H 1.2955 -0.9880 0.1553
H -1.4721 1.0047 0.3808
H -1.4535 -1.2172 1.6909
H -0.1604 1.9545 -2.2623
*
```

=====

Entry ii
Density functional theory data (the ωB97M-V functional and the def2-TZVPD basis) for one molecule with the formula C2H4S3.

Calculated values
E_HOMO (eV): -8.47
Molecular weight (g/mol): 124.26
Orbital gap (eV): 9.0

The geometry in ORCA input format:
```
! wB97M-V def2-TZVPD RIJCOSX def2/J DEFGRID3
* xyz 0 1
S -1.4551 -1.0837 -0.9302
C -0.3600 0.1536 -0.4586
S -1.1104 1.7715 -0.2176
C 0.7680 -0.2770 0.8137
S 1.4135 -0.0596 -0.8379
H -0.5383 -2.2020 -0.6784
H 0.0350 2.5413 -0.2571
H 0.7776 0.4019 1.5116
H 0.4697 -1.2459 1.0547
*
```

=====

Verdict on stability: entry i comes out at the bottom.